This record from the Open Molecules 2025 dataset describes a molecular structure, C34H48Br33Cl2F4IN5 in a non-equilibrium geometry. The level of theory is ωB97M-V/def2-TZVPD.

CARTESIAN COORDINATES (ANGSTROEM)
C 2.03 1.91 3.25
C 3.41 1.58 2.46
Cl 4.87 2.68 2.93
C 3.53 0.45 1.45
Cl 5.32 0.33 0.84
C 2.37 -0.57 0.99
C 1.55 -1.15 2.28
N 1.23 -2.56 1.94
N 0.84 -3.37 2.96
C 0.28 -2.46 0.78
C -1.16 -2.12 1.43
C -2.09 -3.51 1.56
C -3.44 -3.12 2.45
C -4.64 -4.24 2.33
N -5.65 -3.94 1.23
C -5.97 -5.14 0.32
C -7.05 -4.60 -0.81
C -7.31 -3.02 -0.45
C -6.37 -2.64 0.87
C 0.83 -1.65 -0.55
C 1.74 -2.82 -1.34
C 2.67 -3.86 -0.56
N 2.01 -5.25 -0.40
C -0.45 -1.62 -1.57
F -1.30 -2.89 -1.53
F -0.08 -1.64 -3.04
F -1.50 -0.62 -1.47
N 1.54 -0.33 -0.30
C 2.60 0.10 -1.27
C 2.41 0.19 -2.86
C 3.36 1.44 -3.45
I 2.48 1.91 -5.44
C 0.74 0.89 -0.01
C 0.24 1.90 -1.22
F -0.47 0.78 0.84
H 1.03 1.67 2.72
H 2.08 3.04 3.63
H 2.04 1.27 4.25
H 3.06 -1.50 0.69
H 2.36 -1.20 3.16
H 0.69 -0.48 2.70
H 1.66 -3.80 3.48
H 0.30 -2.87 3.72
H 0.14 -3.60 0.42
H -1.14 -1.71 2.55
H -1.86 -1.37 0.87
H -2.48 -3.87 0.52
H -1.46 -4.37 2.05
H -3.78 -2.03 2.12
H -3.11 -3.08 3.58
H -4.14 -5.30 2.15
H -5.21 -4.25 3.35
H -5.52 -6.23 0.40
H -7.52 -5.28 -1.66
H -8.03 -2.26 -1.02
H -6.24 -1.62 1.43
H 2.37 -2.42 -2.23
H 1.03 -3.60 -1.92
H 3.10 -3.62 0.48
H 3.62 -4.10 -1.24
H 2.23 -5.62 0.56
H 2.50 -5.93 -1.05
H 2.91 1.23 -1.01
H 3.59 -0.56 -1.16
H 2.81 -0.74 -3.50
H 1.35 0.42 -3.29
H 4.49 1.14 -3.52
H 3.20 2.43 -2.82
H 1.38 1.72 0.58
H -0.20 1.41 -2.17
H 1.15 2.59 -1.58
H -0.58 2.64 -0.77
C 7.78 1.40 -2.54
Br 6.71 3.03 -2.65
Br 8.18 0.93 -0.70
Br 6.95 -0.07 -3.50
H 8.73 1.61 -3.03
C 1.16 6.08 -4.65
Br 1.55 7.51 -3.39
Br -0.57 5.26 -4.29
Br 1.30 6.69 -6.49
H 1.92 5.31 -4.51
C 2.39 6.31 5.21
Br 2.01 4.55 5.95
Br 1.88 6.43 3.34
Br 1.59 7.73 6.27
H 3.48 6.44 5.25
C -1.82 6.92 8.06
Br -2.89 8.55 7.94
Br -1.42 6.45 9.90
Br -2.65 5.45 7.09
H -0.87 7.13 7.56
C -7.35 -8.08 -3.11
Br -9.00 -9.09 -2.98
Br -6.96 -7.11 -1.46
Br -5.85 -9.20 -3.66
H -7.49 -7.33 -3.89
C 12.50 2.31 -0.48
Br 12.98 0.43 -0.58
Br 11.45 2.88 -2.01
Br 11.62 2.75 1.20
H 13.44 2.88 -0.50
C -11.88 -7.58 -5.22
Br -13.38 -6.38 -4.92
Br -12.27 -8.89 -6.61
Br -10.24 -6.61 -5.57
H -11.73 -8.14 -4.29
C -7.56 1.64 1.03
Br -7.25 2.46 2.77
Br -6.31 0.19 0.69
Br -9.41 1.06 0.83
H -7.38 2.41 0.28
C 3.43 10.02 -7.15
Br 5.04 8.95 -7.35
Br 3.68 11.46 -5.86
Br 2.78 10.68 -8.86
H 2.65 9.36 -6.75
C 2.83 6.11 10.98
Br 4.44 5.04 10.77
Br 3.08 7.55 12.27
Br 2.18 6.78 9.27
H 2.05 5.45 11.38
C -0.37 -3.04 -6.33
Br -1.87 -1.84 -6.04
Br -0.75 -4.35 -7.72
Br 1.28 -2.07 -6.69
H -0.21 -3.60 -5.40

Results
E_HOMO in Eh: -0.33491
Net charge: +1
Max |F| in eV/Å: 6.63
Frontier orbital gap in eV: 6.117